Entry 1:
Molecular formula: C60H88Br2Cl4F7MgN4NaO10
Method: DFT, the ωB97M-V functional and the def2-TZVPD basis

The geometry in XYZ format:
```
177
Properties=species:S:1:pos:R:3:lowdin_charge:R:1
C -8.080 -5.154 0.801 -0.1424
C -8.549 -3.779 1.507 -0.2393
C -7.955 -3.758 3.005 -0.2055
C -7.130 -2.438 3.390 -0.3137
C -7.922 -1.052 3.181 -0.0815
C -5.670 -2.364 2.692 -0.1217
C -4.646 -1.324 3.245 0.0117
N -3.320 -1.178 2.754 0.1110
C -3.066 -2.076 1.656 -0.1314
C -1.641 -1.981 0.982 -0.1376
C -0.639 -0.875 1.578 -0.6182
Br 0.595 -1.179 3.093 0.6666
C -0.664 0.411 0.971 -0.6107
C 0.205 1.672 1.407 -0.1411
Br -1.910 0.676 -0.574 0.7399
C -1.201 -2.867 -0.228 -0.0798
C 0.261 -2.636 -0.822 -0.0902
C 1.398 -3.412 0.025 -0.3501
C 0.871 -4.833 0.612 -0.0439
O 2.668 -3.524 -0.667 -0.1704
C 3.759 -2.991 0.155 -0.1762
C 3.776 -1.386 -0.011 -0.1383
C 3.929 -0.500 1.274 -0.0571
C 3.926 1.046 1.049 -0.1570
C 3.758 1.616 -0.386 -0.0517
C 3.629 0.715 -1.673 -0.0242
C 3.646 -0.828 -1.459 -0.0047
C -2.255 -3.905 -0.797 -0.0278
C -1.838 -4.829 -2.060 -0.1541
C -2.929 -4.723 -3.275 -0.1751
C -3.435 -3.215 -3.530 -0.1309
C -5.007 -3.004 -3.129 -0.2038
O -5.578 -2.193 -4.181 -0.2177
C -6.400 -1.116 -3.672 -0.1178
C -3.668 -3.988 -0.121 -0.0817
O -4.646 -4.892 -0.652 -0.1577
C -4.332 -6.268 -0.360 -0.3109
C -5.298 -7.163 -1.363 -0.1375
C -4.097 -3.085 1.111 -0.0754
N -5.429 -3.282 1.625 0.1477
H -7.669 -5.938 1.538 0.0652
H -8.940 -5.674 0.238 0.0707
H -7.194 -4.883 0.113 0.0535
H -8.068 -2.896 0.929 0.1042
H -9.676 -3.599 1.481 0.1029
H -8.867 -3.810 3.722 0.1164
H -7.320 -4.690 3.262 0.1074
H -6.908 -2.517 4.527 0.1434
H -7.672 -0.374 4.085 0.0922
H -7.647 -0.494 2.215 0.0910
H -9.039 -1.280 3.247 0.0808
H -4.980 -0.642 4.109 0.1136
H -0.399 2.209 2.240 0.0904
H 1.215 1.413 1.875 -0.0049
H 0.319 2.463 0.569 0.0920
H 0.501 -1.503 -0.754 0.1126
H 0.375 -2.904 -1.932 0.1212
H 1.595 -2.757 0.963 0.0824
H 0.394 -5.472 -0.228 0.0791
H 0.066 -4.684 1.433 0.0887
H 1.714 -5.435 1.109 0.0774
H 4.752 -3.436 -0.228 0.1324
H 3.668 -3.281 1.257 0.1072
H 4.021 -0.916 2.335 0.0538
H 4.008 1.801 1.916 -0.0133
H 3.730 2.749 -0.511 0.0913
H 3.513 1.149 -2.727 0.0996
H 3.541 -1.586 -2.320 0.1153
H -1.665 -5.934 -1.747 0.0722
H -0.839 -4.496 -2.531 0.1073
H -3.781 -5.440 -2.987 0.0736
H -2.419 -5.116 -4.234 0.1168
H -2.777 -2.422 -3.016 0.1192
H -3.384 -3.032 -4.663 0.1165
H -5.046 -2.538 -2.085 0.1138
H -5.446 -4.058 -3.053 0.1078
H -6.154 -0.782 -2.607 0.0918
H -7.539 -1.305 -3.792 0.0972
H -6.184 -0.199 -4.350 0.0972
H -3.233 -6.569 -0.574 -0.0272
H -4.616 -6.600 0.711 0.1386
H -5.595 -6.523 -2.278 0.1046
H -4.733 -8.115 -1.752 -0.0980
H -6.293 -7.453 -0.860 0.1047
N 4.241 -2.967 4.824 0.0617
C 5.015 -4.020 5.217 -0.1121
C 5.934 -3.550 6.127 -0.1991
C 5.698 -2.162 6.291 -0.0758
C 4.646 -1.831 5.476 -0.1122
H 3.485 -3.017 4.156 0.1473
H 4.849 -5.009 4.817 0.1247
H 6.689 -4.142 6.622 0.0403
H 6.238 -1.482 6.934 0.1089
H 4.151 -0.889 5.303 0.0272
C 8.031 -0.312 -4.252 -0.0700
C 7.294 0.961 -3.879 -0.2571
O 7.220 1.908 -4.934 -0.0988
C 6.212 1.736 -5.959 -0.4372
O 5.014 1.575 -5.430 -0.0225
C 6.576 0.629 -7.018 -0.5278
F 7.905 0.637 -7.289 0.1199
F 5.964 0.862 -8.202 0.1260
F 6.265 -0.632 -6.662 0.1229
H 8.904 -0.099 -4.873 0.0846
H 8.358 -0.838 -3.351 0.0476
H 7.386 -0.997 -4.801 0.0618
H 7.875 1.455 -3.092 0.1127
H 6.316 0.746 -3.438 0.0991
H 6.370 2.655 -6.550 0.1687
C 2.894 2.148 5.335 -1.9573
Cl 3.852 1.161 6.462 0.5566
Cl 3.480 3.824 5.364 0.5514
Cl 3.065 1.485 3.694 0.5954
Cl 1.186 2.110 5.818 0.5585
C 12.254 -1.872 0.667 -0.0815
C 12.309 -0.794 -0.411 -0.4298
C 10.917 -0.324 -0.884 -0.1958
O 10.257 -1.232 -1.762 -0.2018
C 9.604 -2.307 -1.110 -0.1106
N 13.125 -1.280 -1.531 0.0381
H 12.009 -2.857 0.265 0.0613
H 13.228 -1.965 1.158 0.0746
H 11.517 -1.622 1.436 0.0708
H 12.813 0.074 0.027 0.1351
H 11.052 0.595 -1.464 0.1258
H 10.270 -0.064 -0.038 0.1178
H 9.185 -2.012 -0.144 0.0876
H 10.292 -3.147 -0.989 0.0725
H 8.787 -2.645 -1.753 0.0845
H 13.243 -0.523 -2.202 0.0754
H 12.564 -1.966 -2.038 0.0718
Na 7.976 -4.314 5.679 0.8278
C -4.352 5.274 4.572 -0.0753
C -4.397 3.884 4.451 -0.0670
C -3.711 3.254 3.415 -0.0654
C -2.976 4.007 2.506 -0.0889
C -2.927 5.393 2.626 -0.0729
C -3.621 6.028 3.659 -0.0806
H -4.888 5.766 5.377 0.1006
H -4.965 3.292 5.163 0.0680
H -3.752 2.174 3.319 0.0928
H -2.440 3.510 1.704 0.0811
H -2.353 5.978 1.918 0.0756
H -3.588 7.109 3.751 0.0922
Mg -3.364 -8.487 -0.916 0.6334
C -1.931 11.085 -0.736 -0.0797
C -2.071 11.484 0.723 -0.2560
O -2.457 10.412 1.574 -0.0904
C -1.453 9.477 2.025 -0.4114
O -0.421 10.098 2.553 0.0414
C -1.045 8.417 0.933 -0.5217
F -2.120 8.043 0.198 0.1306
F -0.581 7.279 1.501 0.1202
F -0.108 8.825 0.060 0.1387
H -2.719 10.389 -1.034 0.0805
H -1.979 11.970 -1.376 0.0757
H -0.971 10.608 -0.926 0.0596
H -2.891 12.206 0.786 0.1156
H -1.182 12.009 1.084 0.1156
H -2.055 8.853 2.710 0.1691
C -4.523 4.704 -5.137 -0.1101
O -5.576 4.938 -4.211 -0.1925
C -6.407 3.793 -4.030 -0.1988
C -6.042 3.033 -2.757 -0.1971
O -4.733 2.472 -2.842 -0.2090
C -3.757 3.263 -2.174 -0.1387
H -3.774 5.485 -5.005 0.0900
H -4.044 3.734 -4.981 0.0830
H -4.913 4.759 -6.159 0.0871
H -6.362 3.138 -4.906 0.1222
H -7.435 4.158 -3.936 0.1234
H -6.740 2.199 -2.635 0.1157
H -6.131 3.676 -1.875 0.1288
H -3.814 3.085 -1.097 0.0618
H -3.883 4.331 -2.375 0.0883
H -2.771 2.958 -2.529 0.0690
F -4.731 1.481 5.609 -0.5762
```

Calculated values
Charge   0
Total energy   -11359.5517 a.u.
HOMO   -6.659 eV

***

Entry 2:
Molecular formula: C3H13N2O3
Method: DFT, the ωB97M-V functional and the def2-TZVPD basis

The geometry in XYZ format:
```
21
Properties=species:S:1:pos:R:3:lowdin_charge:R:1
C -0.731 1.013 1.392 -0.2531
C -0.995 -0.468 1.665 -0.1605
C 0.056 -1.299 0.981 -0.5164
N 0.272 -2.623 1.114 0.1559
O 0.622 -0.671 0.049 -0.0508
N -1.242 1.478 0.041 0.0610
H 0.333 1.297 1.270 0.1207
H -1.278 1.592 2.180 0.0992
H -0.993 -0.713 2.731 0.1166
H -1.986 -0.618 1.253 0.0773
H -0.026 -3.261 1.861 0.1166
H 0.864 -3.115 0.449 0.1104
H -2.247 1.399 -0.098 0.0235
H -0.717 0.909 -0.715 0.1131
H -0.920 2.451 -0.145 0.0662
H 0.912 -1.200 -1.962 -0.0006
H 1.654 -0.536 -3.082 0.0666
O 0.952 -0.361 -2.401 -0.1014
H 1.579 1.793 -1.797 0.0008
H 1.045 3.118 -1.877 0.0524
O 0.749 2.210 -1.695 -0.0974
```

Calculated values
<S²>   0.75
Energy relative to the best compared isomer or geometry (same formula, charge and spin)   15.1 kcal per mole
Charge   0
Spin multiplicity   2
Total energy   -457.2087 a.u.
HOMO (spin up / spin down)   -2.632 / -10.193 eV

***

Entry 3:
Molecular formula: C5H14N2
Method: DFT, the ωB97M-V functional and the def2-TZVPD basis

The geometry in XYZ format:
```
21
Properties=species:S:1:pos:R:3:lowdin_charge:R:1
C -2.382 -2.113 -1.002 -0.0949
C -1.572 -0.957 -0.424 -0.3266
N -0.690 -1.321 0.645 -0.0928
C 0.317 -0.445 1.207 -0.2070
C 1.113 0.373 0.165 -0.2352
N 1.351 1.709 0.661 -0.1297
C 2.219 2.535 -0.189 -0.1403
H -2.880 -1.672 -1.863 0.0712
H -3.130 -2.503 -0.318 0.0650
H -1.720 -2.942 -1.243 0.0731
H -2.217 -0.098 -0.200 0.1092
H -1.017 -0.568 -1.279 0.0854
H -0.908 -2.194 1.084 0.1040
H 1.013 -1.033 1.797 0.1081
H -0.154 0.236 1.933 0.1045
H 2.110 -0.072 0.157 0.1169
H 0.604 0.296 -0.790 0.0912
H 0.507 2.259 0.684 0.0904
H 1.942 3.589 -0.084 0.0747
H 3.161 2.612 0.307 0.0558
H 2.334 2.310 -1.248 0.0768
```

Calculated values
SMILES   CCNCCNC
Energy relative to the best compared isomer or geometry (same formula, charge and spin)   38.1 kcal per mole
Charge   0
Total energy   -308.3624 a.u.
HOMO   -8.037 eV

***

Entry 4:
Molecular formula: C32H42BeCl5F3LiMgN3O13S4
Method: DFT, the ωB97M-V functional and the def2-TZVPD basis

The geometry in XYZ format:
```
105
Properties=species:S:1:pos:R:3:lowdin_charge:R:1
C 3.340 3.123 1.620 -0.0701
C 2.589 3.039 0.222 -0.1848
C 1.980 1.601 0.059 -0.2879
O 2.987 0.634 0.319 -0.2799
C 2.492 -0.549 0.992 -0.0989
C 2.552 -1.831 0.080 -0.0472
C 3.641 -2.839 0.285 -0.0519
C 4.732 -2.620 1.391 -0.2210
F 5.326 -1.310 1.271 -0.0777
C 4.127 -2.886 2.809 -0.1552
C 2.958 -3.958 2.731 -0.0570
C 3.724 -4.031 -0.497 -0.1677
O 4.698 -4.983 -0.294 0.0120
C 2.732 -4.340 -1.558 -0.2314
N 2.662 -5.434 -2.372 -0.1592
S 1.334 -5.133 -3.309 1.0854
N 0.780 -3.675 -2.794 -0.1971
C 1.653 -3.357 -1.786 -0.2983
C 1.570 -2.138 -0.971 -0.0891
C 0.359 -1.181 -1.319 -0.1808
O -0.333 -0.884 -0.122 -0.0981
C -1.637 -0.405 -0.387 -0.1770
C -1.797 0.647 -1.362 0.0244
C -3.116 1.164 -1.675 -0.2230
C -3.195 2.312 -2.709 -0.1152
C -4.261 0.586 -1.008 -0.0015
C -4.060 -0.452 -0.034 0.0173
C -2.745 -0.972 0.320 -0.0924
C -2.648 -2.076 1.398 -0.3398
C -2.868 -3.525 0.794 -0.0499
C -1.354 -2.010 2.280 -0.0767
H 3.013 2.253 2.235 0.0982
H 3.046 4.035 2.182 0.1078
H 4.431 3.091 1.400 0.0273
H 1.748 3.778 0.185 0.1373
H 3.241 3.266 -0.657 0.1069
H 1.621 1.541 -1.011 0.0346
H 1.095 1.568 0.732 0.1613
H 1.476 -0.445 1.431 0.1439
H 3.184 -0.729 1.850 0.1095
H 5.544 -3.339 1.122 0.1357
H 3.651 -1.979 3.269 0.1027
H 4.898 -3.207 3.555 0.1131
H 3.224 -4.833 2.097 0.0859
H 2.004 -3.476 2.401 0.0782
H 2.779 -4.333 3.772 0.0931
H 5.555 -4.681 -0.665 -0.0009
H 0.797 -0.282 -1.851 -0.0030
H -0.354 -1.713 -1.999 0.1567
H -0.939 1.099 -1.897 0.1044
H -2.385 2.163 -3.467 0.1044
H -4.186 2.404 -3.221 0.0947
H -2.916 3.291 -2.163 -0.0127
H -5.278 0.972 -1.236 0.1296
H -4.934 -0.901 0.478 0.1278
H -3.518 -1.922 2.089 0.1439
H -3.820 -3.538 0.211 0.0828
H -3.010 -4.190 1.685 0.0934
H -1.988 -3.881 0.212 0.0752
H -1.168 -0.958 2.606 0.0884
H -1.499 -2.636 3.201 0.0426
H -0.460 -2.437 1.753 0.0656
Be -3.657 4.514 -3.050 0.7984
O -1.126 -3.289 5.054 -0.3031
H -0.194 -3.470 5.207 -0.1024
C 6.400 -2.094 8.290 -0.0841
C 7.629 -2.254 7.662 -0.0869
C 7.743 -2.049 6.293 -0.0951
C 6.628 -1.675 5.553 -0.1152
C 5.399 -1.511 6.183 -0.1100
C 5.284 -1.725 7.550 -0.0879
H 6.312 -2.258 9.357 0.1061
H 8.500 -2.539 8.241 0.1050
H 8.700 -2.180 5.803 0.1009
H 6.718 -1.510 4.485 0.0867
H 4.529 -1.218 5.605 0.0870
H 4.325 -1.603 8.039 0.1056
O -3.000 6.196 -7.230 -0.2746
S -4.329 6.137 -6.617 0.1998
O -4.271 5.365 -5.346 -0.4010
O -5.268 5.461 -7.508 -0.2385
O -4.797 7.496 -6.333 -0.2356
Mg 2.532 0.185 -2.137 0.9826
C -8.893 6.587 -7.239 -1.0039
Cl -7.721 6.319 -5.953 0.5916
Cl -10.370 7.296 -6.583 0.5342
H -8.467 7.261 -7.978 0.0275
H -9.135 5.635 -7.702 0.0279
N -11.191 4.331 -2.025 -0.3122
S -12.680 4.857 -2.110 0.4824
O -13.242 4.979 -3.421 -0.2953
O -13.077 5.837 -1.144 -0.2947
F -13.427 3.553 -1.565 -0.2098
S -10.151 5.380 -2.558 0.4493
O -8.848 4.815 -2.782 -0.3396
O -10.157 6.684 -1.966 -0.2942
F -10.635 5.666 -4.050 -0.2456
C 7.952 -2.698 -0.550 -1.5295
Cl 7.512 -4.179 -1.420 0.6355
Cl 9.033 -3.064 0.794 0.5596
Cl 8.692 -1.531 -1.648 0.5519
H 7.046 -2.258 -0.147 -0.0252
Li 5.130 1.849 0.411 0.7867
O 3.102 -2.630 -5.262 -0.3080
H 2.398 -3.160 -4.878 -0.1649
```

Calculated values
Charge   0
Total energy   -6801.7545 a.u.
HOMO   -7.540 eV